The following is a quantum chemistry calculation of a molecular structure, C26H29InN2O3 at a distorted geometry, from the Open Molecules 2025 dataset.

Atoms and positions in Å:
C -0.865 -2.315 0.724
C -1.670 -1.351 1.394
C -2.394 -0.620 0.435
H -1.737 -1.229 2.473
C -2.010 -1.097 -0.874
C -1.105 -2.214 -0.662
H -2.514 -0.857 -1.814
C 2.160 0.685 1.161
C 1.262 0.420 2.217
C 0.215 1.380 2.169
H 1.367 -0.365 2.959
C 0.424 2.222 1.044
C 1.639 1.777 0.401
H -3.177 0.115 0.626
H -0.750 -2.887 -1.443
H -0.189 -3.021 1.201
H 2.130 2.280 -0.433
H -0.590 1.486 2.894
H 3.120 0.207 0.996
In -0.009 0.298 -1.237
C -0.405 3.405 0.588
C 0.560 4.562 0.285
C -1.417 3.799 1.668
H 1.159 4.777 1.183
H -0.020 5.446 0.004
H 1.238 4.312 -0.541
H -0.894 4.035 2.605
H -2.136 2.987 1.848
H -1.963 4.686 1.326
C -1.197 3.003 -0.692
C -2.021 4.090 -1.387
H -1.886 2.179 -0.429
H -0.482 2.658 -1.477
O -1.845 5.301 -1.246
N -2.991 3.637 -2.240
C -3.417 2.263 -2.503
H -3.452 4.368 -2.765
C -4.441 1.747 -1.511
C -5.002 0.480 -1.710
H -4.702 -0.100 -2.587
C -5.932 -0.029 -0.804
H -6.345 -1.027 -0.960
C -6.335 0.744 0.292
H -7.075 0.354 0.990
C -5.796 2.018 0.483
H -6.102 2.639 1.326
C -4.854 2.522 -0.423
H -4.454 3.531 -0.299
H -2.543 1.586 -2.530
H -3.847 2.239 -3.516
O 1.148 -0.207 -3.193
C 1.854 -1.023 -2.528
C 2.877 -1.995 -3.022
C 3.289 -2.740 -1.763
C 2.431 -2.170 -0.644
O 2.386 -2.548 0.516
N 1.678 -1.131 -1.190
H 2.421 -2.658 -3.768
H 3.718 -1.458 -3.475
H 3.111 -3.817 -1.846
H 4.346 -2.570 -1.531

Output
E_tot ... -41727.22279 eV
Multiplicity ... 1
Net charge ... 0
Maximum force ... 2.28 eV/Å
E_HOMO (spin up / spin down) ... -0.26689 / -0.26681 Eh